# 1
Molecular formula: C3H6N4O3S2
Method: DFT, the ωB97M-V functional and the def2-TZVPD basis

As for the total energy: -1358.777753 hartree. For the orbital gap (alpha / beta), the calculation gives 0.27808 / 0.25626 hartree. As for the spin multiplicity: 3. Its LUMO energy (alpha / beta) is 0.02403 / -0.09534 Eh.

Bonds (Å) are listed after each position.
Atoms and positions in Å:
1 C -0.6512 -1.1810 1.5540  N7 1.411, O9 1.176, H13 1.084
2 C 2.0096 0.2264 -0.3868  C3 1.497, N4 1.413, H14 1.015, H15 1.209
3 C 1.6562 -0.5034 0.8713  C2 1.497, N7 1.470, H16 1.201, H17 1.103
4 N 0.9075 0.0188 -1.2459  C2 1.413, N5 1.292
5 N 0.0035 -0.6614 -0.6210  N4 1.292, N7 1.375, S11 1.762
6 N -2.2257 0.4587 -1.9006  S11 1.552, S12 2.135, H18 0.962
7 N 0.3819 -1.1820 0.5936  C1 1.411, C3 1.470, N5 1.375
8 O -1.6269 1.0344 0.6224  S12 1.459
9 O -1.7152 -1.6260 1.3243  C1 1.176
10 O -1.4652 3.0222 -0.8523  S12 1.463
11 S -1.6753 -0.7794 -1.1432  N5 1.762, N6 1.552
12 S -2.2761 1.9165 -0.3418  N6 2.135, O8 1.459, O10 1.463
13 H -0.2000 -1.1544 2.5398  C1 1.084
14 H 2.2926 1.1957 -0.2801  C2 1.015
15 H 2.9722 -0.1858 -0.9913  C2 1.209
16 H 2.5135 -1.1808 1.3701  C3 1.201
17 H 1.5166 0.1748 1.7294  C3 1.103
18 H -2.4179 0.4065 -2.8419  N6 0.962

---

# 2
Molecular formula: C3H6N4S
Method: DFT, the ωB97M-V functional and the def2-TZVPD basis

As for the total energy: -735.100162 hartree. As for the SMILES: [H]/N=c1\[nH]c(S)nn1C. For the orbital gap, the calculation gives 0.31898 hartree. Its LUMO energy is 0.01846 Eh.

Bonds (Å) are listed after each position.
Atoms and positions in Å:
1 H 1.1594 2.5819 -0.0200  N2 0.998
2 N 1.5125 1.6553 -0.1321  H1 0.998, C3 1.280
3 C 0.5222 0.8450 -0.1635  N2 1.280, N4 1.394, N8 1.407
4 N -0.8438 1.0882 -0.0260  C3 1.394, C5 1.353, H10 1.022
5 C -1.5191 -0.0822 -0.0914  N4 1.353, S6 1.758, N7 1.312
6 S -3.2746 -0.0767 -0.1854  C5 1.758, H11 1.364
7 N -0.7296 -1.1259 -0.1783  C5 1.312, N8 1.424
8 N 0.5752 -0.5593 -0.2353  C3 1.407, N7 1.424, C9 1.411
9 C 1.6683 -1.4262 -0.0253  N8 1.411, H12 1.102, H13 1.099, H14 1.099
10 H -1.2464 2.0083 -0.2151  N4 1.022
11 H -3.5981 0.1341 1.1232  S6 1.364
12 H 1.2027 -2.4154 0.1109  C9 1.102
13 H 2.3682 -1.4154 -0.8722  C9 1.099
14 H 2.2032 -1.2117 0.9103  C9 1.099

---

# 3
Molecular formula: C3H6N4S
Method: DFT, the ωB97M-V functional and the def2-TZVPD basis

As for the total energy: -735.045042 hartree. As for the SMILES: CN(NC#N)C(N)=S. For the orbital gap, the calculation gives 0.32524 hartree. Its LUMO energy is 0.01165 Eh.

Bonds (Å) are listed after each position.
Atoms and positions in Å:
1 C -0.4976 -0.6919 -1.5770  N2 1.430, H9 1.036, H10 1.064, H11 1.127
2 N -0.2730 -0.0250 -0.3316  C1 1.430, N3 1.494, C6 1.347
3 N -0.6023 -0.8782 0.8503  N2 1.494, C4 1.349, H12 1.025
4 C 0.4554 -1.3600 1.5343  N3 1.349, N5 1.165
5 N 1.4370 -1.7291 2.0412  C4 1.165
6 C 0.2210 1.2267 -0.2743  N2 1.347, N7 1.347, S8 1.630
7 N 0.4612 1.6517 0.9812  C6 1.347, H13 1.070, H14 1.061
8 S 0.3811 2.2442 -1.5381  C6 1.630
9 H -1.3824 -0.4089 -2.0352  C1 1.036
10 H 0.2946 -0.2895 -2.1615  C1 1.064
11 H -0.5365 -1.8070 -1.4199  C1 1.127
12 H -1.5061 -1.3508 0.9505  N3 1.025
13 H 0.7162 0.8422 1.6329  N7 1.070
14 H 0.8314 2.5756 1.3472  N7 1.061

---

# 4
Molecular formula: C3H6N4S
Method: DFT, the ωB97M-V functional and the def2-TZVPD basis

As for the total energy: -735.047576 hartree. As for the SMILES: [H]/N=C(\N)N/N=C\C=S. For the orbital gap, the calculation gives 0.28514 hartree. Its LUMO energy is -0.03019 Eh.

Bonds (Å) are listed after each position.
Atoms and positions in Å:
1 H 1.5479 -2.0182 0.9337  N2 1.011
2 N 1.0004 -1.2100 0.6700  H1 1.011, C3 1.271
3 C 1.7255 -0.3618 0.0622  N2 1.271, N4 1.375, N5 1.447
4 N 3.0308 -0.5172 -0.3425  C3 1.375, H10 1.015, H11 1.077
5 N 1.1944 0.8600 -0.5036  C3 1.447, N6 1.391, H12 1.017
6 N 0.3708 1.5512 0.3791  N5 1.391, C7 1.282
7 C -0.8175 1.0741 0.4387  N6 1.282, C8 1.397, H13 1.160
8 C -1.3355 0.0486 -0.3561  C7 1.397, S9 1.608, H14 1.107
9 S -2.8194 -0.5358 -0.1480  C8 1.608
10 H 3.7356 0.1924 -0.1692  N4 1.015
11 H 3.4307 -1.4913 -0.1142  N4 1.077
12 H 1.9623 1.4819 -0.7436  N5 1.017
13 H -1.5032 1.4626 1.2893  C7 1.160
14 H -0.6742 -0.4068 -1.1186  C8 1.107

---

# 5
Molecular formula: C3H6N5
Method: DFT, the ωB97M-V functional and the def2-TZVPD basis

As for the total energy: -391.266050 hartree. As for the charge: +1. As for the SMILES: CC#[N+]/N=C\N=N\N. For the orbital gap, the calculation gives 0.34024 hartree. Its LUMO energy is -0.15982 Eh.

Bonds (Å) are listed after each position.
Atoms and positions in Å:
1 C -2.9048 -0.1637 -0.1612  C2 1.421, H9 1.166, H10 1.133, H11 1.044
2 C -1.6916 0.5594 -0.0025  C1 1.421, N3 1.174
3 N -0.6298 1.0576 -0.0571  C2 1.174, N4 1.299
4 N 0.3481 1.9109 -0.1114  N3 1.299, C5 1.303
5 C 1.6033 1.5723 -0.0306  N4 1.303, N6 1.267, H12 1.110
6 N 2.0772 0.4100 0.1397  C5 1.267, N7 1.215
7 N 2.0180 -0.6544 -0.4430  N6 1.215, N8 1.355
8 N 2.1710 -1.8002 0.2639  N7 1.355, H13 1.033, H14 1.051
9 H -3.7064 0.6589 0.0411  C1 1.166
10 H -2.9023 -0.7462 -1.1330  C1 1.133
11 H -3.0237 -0.9016 0.5678  C1 1.044
12 H 2.3806 2.3428 -0.2179  C5 1.110
13 H 1.8332 -2.7031 -0.1062  N8 1.033
14 H 2.4271 -1.5429 1.2503  N8 1.051

---

# 6
Molecular formula: C3H6N5O
Method: DFT, the ωB97M-V functional and the def2-TZVPD basis

As for the total energy: -466.600760 hartree. As for the charge: +1. For the orbital gap, the calculation gives 0.40732 hartree. Its LUMO energy is -0.11147 Eh.

Bonds (Å) are listed after each position.
Atoms and positions in Å:
1 C 2.2050 0.9289 0.3755  N4 1.298, N6 1.362, H10 1.071
2 C 0.1859 1.4899 0.8202  N5 1.329, N6 1.327, H13 1.072
3 C -1.1392 -1.9685 -0.7868  N7 1.193, N8 1.233
4 N 2.2614 2.1684 0.7578  C1 1.298, N5 1.328
5 N 1.0078 2.5135 1.0298  C2 1.329, N4 1.328, H12 1.013
6 N 0.9233 0.4699 0.3994  C1 1.362, C2 1.327, H11 1.117
7 N -2.1939 -1.8779 -1.3372  C3 1.193, O9 1.345
8 N 0.0344 -1.8013 -0.4491  C3 1.233, H14 1.009
9 O -3.4789 -2.0539 -0.9798  N7 1.345, H15 0.974
10 H 3.0518 0.3448 0.0790  C1 1.071
11 H 0.5519 -0.5263 0.0557  N6 1.117
12 H 0.7867 3.4482 1.3504  N5 1.013
13 H -0.8771 1.4912 0.9594  C2 1.072
14 H 0.6786 -2.5779 -0.4708  N8 1.009
15 H -3.9977 -2.0489 -1.8036  O9 0.974

---

# 7
Molecular formula: C3H6N6O3
Method: DFT, the ωB97M-V functional and the def2-TZVPD basis

As for the total energy: -671.938674 hartree. As for the SMILES: O=NN1CN(N=O)CN(N=O)C1. For the orbital gap, the calculation gives 0.36740 hartree. Its LUMO energy is 0.00528 Eh.

Bonds (Å) are listed after each position.
Atoms and positions in Å:
1 O 1.5347 -2.3054 -1.3444  N2 1.226
2 N 1.8629 -1.2133 -0.8954  O1 1.226, N3 1.323
3 N 1.1349 -0.8079 0.1328  N2 1.323, C4 1.482, C12 1.451
4 C -0.1488 -1.4355 0.5254  N3 1.482, N5 1.462, H13 1.091, H14 1.094
5 N -1.2687 -0.5863 0.1245  C4 1.462, N6 1.300, C8 1.481
6 N -1.9995 -0.9679 -0.8806  N5 1.300, O7 1.216
7 O -2.7884 -0.1754 -1.3582  N6 1.216
8 C -1.1655 0.8280 0.5528  N5 1.481, N9 1.474, H15 1.101, H16 1.095
9 N 0.1404 1.3743 0.1419  C8 1.474, N10 1.347, C12 1.452
10 N 0.1383 2.1950 -0.9266  N9 1.347, O11 1.217
11 O 1.2554 2.4244 -1.3508  N10 1.217
12 C 1.2898 0.5778 0.5332  N3 1.451, N9 1.452, H17 1.089, H18 1.104
13 H -0.3268 -2.3381 -0.0613  C4 1.091
14 H -0.1370 -1.6768 1.5925  C4 1.094
15 H -1.8619 1.4445 -0.0370  C8 1.101
16 H -1.3345 1.0036 1.6205  C8 1.095
17 H 2.1772 0.9470 0.0218  C12 1.089
18 H 1.4976 0.7118 1.6091  C12 1.104

---

# 8
Molecular formula: C3H6NO
Method: DFT, the ωB97M-V functional and the def2-TZVPD basis

As for the total energy: -247.508694 hartree. As for the charge: +1. For the orbital gap, the calculation gives 0.32133 hartree. Its LUMO energy is -0.25610 Eh.

Bonds (Å) are listed after each position.
Atoms and positions in Å:
1 C 0.2664 -2.2616 -0.2536  O5 1.243, H6 1.231, H7 1.055
2 C 0.5995 0.0699 -0.5118  N4 1.268, O5 1.358, H8 1.044
3 C -0.6708 1.7645 0.5555  N4 1.414, H9 1.038, H10 1.081, H11 1.024
4 N -0.3256 0.4216 0.2801  C2 1.268, C3 1.414
5 O 0.7479 -1.2507 -0.7931  C1 1.243, C2 1.358
6 H 0.8817 -3.2216 -0.7177  C1 1.231
7 H -0.3256 -2.3658 0.6136  C1 1.055
8 H 1.3485 0.5551 -1.0532  C2 1.044
9 H -1.4558 1.9936 -0.0841  C3 1.038
10 H 0.0511 2.5662 0.4877  C3 1.081
11 H -1.1173 1.7288 1.4765  C3 1.024